No. 1
Density functional theory data (ωB97M-V with the def2-TZVPD basis set) for the molecule C5H12N at a distorted geometry.

Structure (ORCA input):
```
! RIJCOSX wB97M-V def2-TZVPD def2/J DEFGRID3
* xyz 0 2
C 1.20 0.97 0.55
C 0.29 0.27 -0.46
C -0.48 -1.03 -0.30
C -1.21 -1.09 1.03
C -2.00 -0.14 1.53
N 1.08 0.25 -1.73
H 1.13 2.06 0.54
H 0.94 0.50 1.50
H 2.33 0.88 0.40
H -0.46 1.06 -0.67
H 0.27 -1.86 -0.31
H -1.21 -1.05 -1.12
H -1.26 -2.09 1.43
H -2.64 -0.49 2.33
H -1.80 0.93 1.61
H 1.46 1.21 -1.90
H 0.53 0.06 -2.61
H 1.83 -0.47 -1.82
*
```

Output
ΔE to the lowest compared entry with this formula, charge and spin in kcal per mole: 64.7
Frontier orbital gap (spin up / spin down) in eV: 4.46 / 10.74

Results of the Mulliken charge analysis, in e, for atoms 1 through 8: -1.40 -1.25 -0.35 -0.35 -0.75 -1.28 0.47 0.47



No. 2
Density functional theory data (ωB97M-V with the def2-TZVPD basis set) for a 2-piece molecular cluster, C5H12N overall at a distorted geometry.

Structure (ORCA input):
```
! RIJCOSX wB97M-V def2-TZVPD def2/J DEFGRID3
* xyz 1 1
C 0.39 -2.40 -0.33
C -0.46 -1.36 -1.01
C 0.02 0.36 -0.87
C 0.22 0.64 0.49
C 1.16 0.67 1.43
N -1.04 2.24 0.50
H 1.21 -2.70 -0.98
H 0.74 -2.04 0.66
H -0.21 -3.29 -0.14
H -0.40 -1.42 -2.05
H -1.43 -1.21 -0.57
H -0.84 0.91 -1.34
H 1.02 0.47 -1.36
H 1.34 1.56 2.01
H 1.90 -0.16 1.60
H -0.57 3.11 0.12
H -2.03 2.31 0.28
H -0.99 2.30 1.55
*
```

Output
ΔE to the lowest compared entry with this formula, charge and spin in kcal per mole: 93.4
Frontier orbital gap in eV: 9.47

Results of the Mulliken charge analysis, in e, for atoms 1 through 8: -0.82 -0.58 -0.49 0.60 -0.69 -0.78 0.28 0.21



No. 3
Density functional theory data (ωB97M-V with the def2-TZVPD basis set) for a 2-piece molecular cluster, C5H12N overall at a distorted geometry.

Structure (ORCA input):
```
! RIJCOSX wB97M-V def2-TZVPD def2/J DEFGRID3
* xyz 1 1
C -1.51 -1.91 -0.59
C -0.12 -2.16 -1.13
C 0.88 -1.60 -0.11
C 1.11 -0.08 -0.39
C 0.12 0.71 -0.42
N -0.14 4.20 1.94
H -1.60 -0.81 -0.39
H -2.41 -2.13 -1.16
H -1.60 -2.45 0.35
H 0.09 -3.12 -1.59
H 0.00 -1.50 -2.00
H 0.43 -1.58 0.89
H 1.85 -2.09 -0.09
H 2.13 0.22 -0.14
H 0.04 1.68 -0.91
H 0.33 3.65 2.66
H 0.21 5.14 2.03
H 0.18 3.83 1.06
*
```

Output
ΔE to the lowest compared entry with this formula, charge and spin in kcal per mole: 139.4
Frontier orbital gap in eV: 4.78

Results of the Mulliken charge analysis, in e, for atoms 1 through 8: -0.97 -0.38 -0.51 -0.07 -0.10 -0.63 0.20 0.36



No. 4
Density functional theory data (ωB97M-V with the def2-TZVPD basis set) for an isolated ion of composition C5H12N and charge +1 at a distorted geometry.

Structure (ORCA input):
```
! RIJCOSX wB97M-V def2-TZVPD def2/J DEFGRID3
* xyz 1 1
C 2.09 0.47 -0.39
C 0.93 0.46 0.24
C 0.09 1.60 0.61
N 0.27 -0.78 0.74
C -1.19 -0.94 0.23
C -1.18 -0.74 -1.21
H 2.61 -0.46 -0.65
H 2.50 1.41 -0.62
H -0.85 1.33 0.19
H 0.53 2.57 0.53
H -0.02 1.47 1.70
H 0.83 -1.68 0.37
H 0.28 -0.72 1.76
H -1.54 -1.96 0.55
H -1.73 -0.19 0.88
H -2.18 -0.81 -1.58
H -0.50 -1.30 -1.90
H -0.93 0.25 -1.43
*
```

Output
ΔE to the lowest compared entry with this formula, charge and spin in kcal per mole: 43.3
Frontier orbital gap in eV: 11.32

Results of the Mulliken charge analysis, in e, for atoms 1 through 8: -0.99 0.68 -1.24 -0.16 -0.59 -0.98 0.23 0.31



No. 5
Density functional theory data (ωB97M-V with the def2-TZVPD basis set) for an isolated ion of composition C5H12N and charge +2 at a distorted geometry.

Structure (ORCA input):
```
! RIJCOSX wB97M-V def2-TZVPD def2/J DEFGRID3
* xyz 2 2
C 0.39 0.00 1.74
C -0.65 -0.67 0.81
C -0.63 -0.16 -0.62
C 0.39 -0.06 -1.50
C 0.47 -0.87 -2.82
N -0.02 1.50 1.96
H 0.32 -0.51 2.69
H 1.42 0.02 1.38
H -0.36 -1.72 0.71
H -1.65 -0.71 1.24
H -1.63 -0.17 -1.09
H 1.22 0.66 -1.46
H 0.32 -1.93 -2.67
H -0.34 -0.41 -3.41
H 1.50 -0.78 -3.14
H 0.45 1.85 2.80
H 0.34 1.99 1.13
H -1.03 1.59 1.82
*
```

Output
ΔE to the lowest compared entry with this formula, charge and spin in kcal per mole: 21.9
Frontier orbital gap (spin up / spin down) in eV: 9.15 / 10.12

Results of the Mulliken charge analysis, in e, for atoms 1 through 8: -0.59 -0.65 -0.07 -0.03 -0.98 -0.30 0.37 0.40



No. 6
Density functional theory data (ωB97M-V with the def2-TZVPD basis set) for an isolated ion of composition C5H12N and charge +2 at a distorted geometry.

Structure (ORCA input):
```
! RIJCOSX wB97M-V def2-TZVPD def2/J DEFGRID3
* xyz 2 2
C 0.74 -1.68 0.01
C 0.76 -0.30 0.57
C -0.54 0.25 0.33
C -0.78 1.49 -0.12
C 0.10 2.67 0.30
N -0.55 -2.02 -0.77
H 0.75 -2.41 0.80
H 1.50 -1.94 -0.76
H 1.46 0.25 -0.06
H 1.11 -0.25 1.62
H -1.42 -0.37 0.09
H -1.47 1.76 -0.88
H 0.88 2.89 -0.52
H 0.66 2.44 1.19
H -0.46 3.59 0.66
H -1.00 -1.19 -1.28
H -1.29 -2.29 0.03
H -0.48 -2.90 -1.22
*
```

Output
ΔE to the lowest compared entry with this formula, charge and spin in kcal per mole: 48.3
Frontier orbital gap (spin up / spin down) in eV: 11.03 / 8.70

Results of the Mulliken charge analysis, in e, for atoms 1 through 8: -0.60 -0.32 -0.30 -0.06 -1.15 -0.48 0.36 0.40



No. 7
Density functional theory data (ωB97M-V with the def2-TZVPD basis set) for an isolated ion of composition C5H12N2 and charge -1 at a distorted geometry.

Structure (ORCA input):
```
! RIJCOSX wB97M-V def2-TZVPD def2/J DEFGRID3
* xyz -1 2
C 1.03 2.10 0.27
C 0.81 0.64 -0.04
C -0.33 0.03 0.72
C -0.68 -1.38 0.22
C -2.43 -1.43 -1.35
N -2.10 -1.49 -0.06
N 2.07 -0.10 0.18
H 1.41 2.59 -0.59
H 1.74 2.25 1.07
H 0.13 2.61 0.51
H 0.56 0.54 -1.12
H -0.06 0.00 1.77
H -1.22 0.63 0.61
H -0.05 -1.71 -0.63
H -0.57 -2.10 1.03
H -1.70 -1.28 -2.17
H -3.45 -1.50 -1.60
H 1.97 -0.88 0.78
H 2.86 0.49 0.41
*
```

Output
ΔE to the lowest compared entry with this formula, charge and spin in kcal per mole: 21.6
Frontier orbital gap (spin up / spin down) in eV: 2.85 / 7.15

Results of the Mulliken charge analysis, in e, for atoms 1 through 8: -1.63 0.75 -1.06 -0.78 -0.72 -0.82 -0.68 0.37



No. 8
Density functional theory data (ωB97M-V with the def2-TZVPD basis set) for C5H12N2 as an isolated structure at a distorted geometry.

Structure (ORCA input):
```
! RIJCOSX wB97M-V def2-TZVPD def2/J DEFGRID3
* xyz 0 1
C -0.17 -0.47 -0.11
C 0.69 0.23 -1.07
C 0.60 0.99 2.58
C -1.62 -0.06 0.06
N 0.92 0.39 1.30
C 0.00 -0.60 -2.20
N 0.57 -1.67 -2.66
H 1.78 -0.15 1.40
H 0.03 -1.52 0.07
H 0.21 -1.89 -3.60
H 0.48 1.30 -1.16
H 1.74 -0.03 -1.03
H -0.83 -0.10 -2.71
H -0.24 1.68 2.49
H 1.44 1.59 2.95
H 0.40 0.23 3.36
H -1.90 -0.10 1.11
H -2.29 -0.76 -0.45
H -1.81 0.94 -0.32
*
```

Output
ΔE to the lowest compared entry with this formula, charge and spin in kcal per mole: 95.5
Frontier orbital gap in eV: 8.54

Results of the Mulliken charge analysis, in e, for atoms 1 through 8: 0.31 -0.47 -0.92 -1.45 -0.45 -0.06 -0.66 0.17



No. 9
Density functional theory data (ωB97M-V with the def2-TZVPD basis set) for the molecule C5H12N2 at a distorted geometry.

Structure (ORCA input):
```
! RIJCOSX wB97M-V def2-TZVPD def2/J DEFGRID3
* xyz 0 1
C 2.14 -1.24 -1.49
N 1.71 -0.56 -0.52
C 0.96 0.67 -0.75
C -0.56 0.55 -0.64
C -1.00 -0.02 0.69
C -2.53 0.03 0.75
N -0.28 0.53 1.82
H 1.85 -0.87 -2.48
H 2.93 -1.98 -1.40
H 1.38 1.35 -0.03
H 1.14 1.18 -1.72
H -0.94 1.53 -0.88
H -0.76 -0.11 -1.50
H -0.75 -1.09 0.62
H -2.91 0.35 1.70
H -2.96 0.60 -0.08
H -2.86 -0.98 0.49
H 0.69 0.26 1.67
H -0.50 0.06 2.69
*
```

Output
ΔE to the lowest compared entry with this formula, charge and spin in kcal per mole: 38.2
Frontier orbital gap in eV: 10.18

Results of the Mulliken charge analysis, in e, for atoms 1 through 8: -0.30 -0.34 -1.25 -0.59 0.63 -1.23 -0.84 0.25



No. 10
Density functional theory data (ωB97M-V with the def2-TZVPD basis set) for the molecule C5H12N2 at a distorted geometry.

Structure (ORCA input):
```
! RIJCOSX wB97M-V def2-TZVPD def2/J DEFGRID3
* xyz 0 1
C -1.30 -0.24 2.22
C -1.47 -1.19 0.97
C -1.14 -0.49 -0.36
C 0.38 -0.30 -0.52
N 1.08 -0.31 -1.90
C 1.87 0.69 -2.18
N 2.10 1.88 -1.47
H -1.92 0.66 2.18
H -0.25 0.18 2.13
H -1.51 -0.71 3.22
H -2.53 -1.63 1.11
H -0.67 -1.94 1.09
H -1.45 -1.27 -1.15
H -1.82 0.44 -0.46
H 0.46 0.73 0.07
H 1.08 -0.89 0.09
H 2.69 0.48 -2.84
H 3.14 1.88 -1.34
H 1.26 2.03 -0.88
*
```

Output
ΔE to the lowest compared entry with this formula, charge and spin in kcal per mole: 59.7
Frontier orbital gap in eV: 10.04

Results of the Mulliken charge analysis, in e, for atoms 1 through 8: -1.09 -0.38 -0.54 -0.20 -0.49 -0.05 -0.49 0.31



Q: Among the records above, which one has the highest ΔE to the lowest compared entry with this formula, charge and spin?
A: number 3



Q: ΔE to the lowest compared entry with this formula, charge and spin of number 8 (C5H12N2)?
A: 95.5 kcal per mole



Q: Which of these has the lowest ΔE to the lowest compared entry with this formula, charge and spin?
A: number 7